Record 1
11
Properties=species:S:1:pos:R:3 method="wB97M-V/def2-TZVPD" total_charge=+1 homo_ev=-16.20 homo_lumo_gap_ev=12.48 spin_multiplicity=1
O -2.35359 0.90718 -0.44773
H -3.14769 0.37072 -0.48201
H -0.05777 -0.04735 1.13063
H -2.76450 1.66980 0.00019
C 1.77044 -0.48935 0.08326
N 0.32750 -0.25684 0.21221
H 2.21208 0.40259 -0.37458
H 2.02064 -1.20675 -0.70606
H 2.27041 -0.77340 1.00001
H -0.05589 0.49764 -0.36002
H -0.22163 -1.07425 -0.05591

---

Record 2
53
Properties=species:S:1:pos:R:3 method="wB97M-V/def2-TZVPD" homo_ev="-8.80 / -9.79" s2=0.7518 homo_lumo_gap_ev="8.94 / 7.65" spin_multiplicity=2
Ga -0.09662 1.63003 -2.01830
O 1.85102 -2.37240 -1.37990
P 0.42447 -2.10683 -2.04084
O -0.41372 -3.29154 -2.16515
O -0.11723 -0.88525 -1.23543
O 0.76440 -1.47068 -3.47673
P 0.97025 0.03899 -3.97583
O -0.57212 0.64383 -3.83152
O 1.49959 0.07952 -5.32456
O 1.51291 0.86889 -2.80243
H 2.05116 -3.31774 -1.36677
H -1.21263 0.53994 -4.54583
F -1.67547 4.58616 -3.77491
B -1.39902 3.96758 -2.61557
F -2.03317 2.68362 -2.50206
F 0.07659 3.47666 -2.67572
F -1.52413 4.68682 -1.47697
C 2.15624 0.91967 3.04328
Ge 2.07675 0.70004 1.09605
C 2.04831 2.48554 0.28867
C 3.63251 -0.27563 0.44493
Ge 0.00579 -0.50982 0.60536
C -1.57147 0.62455 0.66542
C -1.55007 1.81493 1.39358
C -2.64335 2.66858 1.38567
C -3.77307 2.33696 0.65234
C -3.81221 1.15193 -0.06858
C -2.71722 0.30199 -0.06732
C -0.16988 -2.25254 1.42262
C 0.85147 -2.75125 2.22934
C 0.74741 -4.01214 2.79992
C -0.37846 -4.78553 2.55935
C -1.39851 -4.30162 1.75174
C -1.29698 -3.03936 1.18786
H 3.07662 1.44987 3.29251
H 2.15712 -0.03678 3.56464
H 1.31498 1.50798 3.40978
H 2.80434 3.09556 0.78800
H 1.08920 2.99239 0.40674
H 2.31317 2.44182 -0.76885
H 4.53404 0.26345 0.73927
H 3.59636 -0.34490 -0.64100
H 3.67385 -1.28385 0.85499
H -0.66743 2.09063 1.96119
H -2.60893 3.59847 1.93770
H -4.62029 3.00960 0.63239
H -4.69137 0.89861 -0.64672
H -2.74468 -0.60825 -0.65582
H 1.74024 -2.15711 2.41274
H 1.54416 -4.39127 3.42686
H -0.46031 -5.77131 2.99880
H -2.27111 -4.91086 1.55649
H -2.09348 -2.67796 0.54864

---

Record 3
51
Properties=species:S:1:pos:R:3 method="wB97M-V/def2-TZVPD" smiles="O=C1OC[C@@H](F)O1.C[C@H]1COC(=O)O1.C[C@H]1COC(=O)O1.ClCCl.ClCCl.ClCCl" homo_ev=-10.76 homo_lumo_gap_ev=11.14 spin_multiplicity=1
O 0.52687 -0.25248 2.66512
C 1.64758 0.07106 2.85149
O 2.06916 0.71620 3.98154
C 3.36312 1.23202 3.70843
C 3.86352 0.24563 2.65999
F 4.35353 -0.86643 3.31095
O 2.67780 -0.12712 2.02268
H 3.26779 2.24959 3.30769
H 3.99295 1.32027 4.58939
H 4.64986 0.63796 2.02121
C 1.62737 2.88715 -0.98575
C 2.26099 3.83319 -1.98680
C 1.75900 5.27062 -1.90836
O 2.98759 6.03090 -1.79378
C 4.01501 5.22602 -1.57603
O 5.11251 5.56755 -1.26073
O 3.68038 3.92605 -1.75271
H 0.56939 3.15356 -0.84886
H 1.98447 3.03106 0.03619
H 1.55392 1.84386 -1.27577
H 2.14471 3.44450 -3.00011
H 1.09625 5.49503 -1.07700
H 1.32730 5.60444 -2.85098
C -5.34384 -5.52130 -0.52905
C -5.34313 -4.44101 0.53159
C -4.51775 -4.78128 1.78601
O -3.69950 -3.63040 1.98264
C -3.84276 -2.77221 0.96672
O -3.36370 -1.68583 0.90705
O -4.70838 -3.27214 0.04333
H -6.06369 -6.30768 -0.29083
H -4.37226 -6.00158 -0.65304
H -5.63800 -5.12361 -1.50013
H -6.36505 -4.18924 0.82868
H -3.91019 -5.67945 1.66163
H -5.12688 -4.96167 2.67016
Cl 0.62181 -1.59953 -1.47203
C -0.83583 -0.82553 -0.84065
Cl -1.11985 0.80219 -1.47772
H -1.64347 -1.48093 -1.14323
H -0.81367 -0.79389 0.24315
Cl -3.96002 2.96720 -1.16635
C -2.84512 3.60001 0.01437
Cl -1.98958 5.05242 -0.62484
H -3.35298 3.90189 0.92122
H -2.11733 2.81920 0.20496
Cl 5.50198 -2.83496 -3.28598
C 3.85989 -3.23240 -2.68946
Cl 3.31084 -4.70093 -3.46403
H 3.97297 -3.44231 -1.63127
H 3.17445 -2.40561 -2.83071

---

Record 4
8
Properties=species:S:1:pos:R:3 method="wB97M-V/def2-TZVPD" smiles="N/[N+]([O-])=N/O" homo_ev=-9.62 homo_lumo_gap_ev=10.54 spin_multiplicity=1
N 1.26116 0.16953 0.73629
N -0.02251 0.03101 0.26972
O -0.84750 0.08677 1.24095
N -0.24687 -0.13159 -0.97733
O -1.68471 -0.14245 -1.16031
H 2.01326 0.13292 0.10475
H 1.38139 0.59177 1.63954
H -1.85421 -0.73796 -1.85361

---

Record 5
11
Properties=species:S:1:pos:R:3 method="wB97M-V/def2-TZVPD" smiles="C1=NSCOC1" homo_ev=-8.62 homo_lumo_gap_ev=9.51 spin_multiplicity=1
C 0.16782 1.44429 -0.09161
N -1.07658 1.47571 -0.36581
S -1.97181 0.07426 -0.10310
C -0.72149 -1.27241 -0.02072
O 0.48933 -0.91720 -0.60248
C 1.03012 0.20840 0.08230
H 0.70926 2.35888 -0.08955
H -0.65710 -1.55998 1.09414
H -1.08924 -2.14469 -0.63149
H 1.98659 0.40099 -0.40830
H 1.13309 -0.06826 1.13661

---

Record 6
15
Properties=species:S:1:pos:R:3 method="wB97M-V/def2-TZVPD" total_charge=+1 homo_ev=-16.89 homo_lumo_gap_ev=7.93 spin_multiplicity=1
C -0.76149 -1.29930 -0.37847
N -1.11061 0.07737 -0.07623
C -0.23252 0.53798 1.05502
C 1.09053 -0.17864 0.81475
C 0.53178 -1.56911 0.34287
H -1.54695 -1.96190 -0.04558
H -0.64596 -1.30504 -1.47673
H -1.12488 3.75739 -2.92862
H -0.42171 3.94344 -2.70091
H -0.58275 0.38913 2.10311
H -0.12136 1.63668 0.89956
H 1.41400 0.38930 -0.07884
H 1.89218 -0.11628 1.58376
H 0.40237 -2.22867 1.22455
H 1.21736 -2.07237 -0.33824

---

Record 7
17
Properties=species:S:1:pos:R:3 method="wB97M-V/def2-TZVPD" smiles="NCC[C@@H](N)C=O" homo_ev=-9.27 homo_lumo_gap_ev=10.30 spin_multiplicity=1
N -2.07642 0.16948 0.95407
C -1.54104 -0.30648 -0.31917
C -0.24228 0.42229 -0.63985
C 0.89701 -0.01967 0.29771
N 1.23172 -1.40681 0.06177
C 2.03475 0.95541 0.05195
O 3.03074 0.66293 -0.55727
H -2.56211 -0.54632 1.48082
H -2.69876 0.95690 0.84452
H -2.23363 -0.15486 -1.15948
H -1.35063 -1.37656 -0.23247
H -0.40952 1.48645 -0.48753
H 0.05183 0.30518 -1.69143
H 0.47531 0.09495 1.30316
H 2.03524 -1.68818 0.60744
H 1.47014 -1.54736 -0.91268
H 1.88764 1.99270 0.39845

---

These records have energy above the lowest of the compared OMol25 structures with the same formula, charge and spin values of 44.1, 61.6, 0.0, 87.2, 203.7, 566.1, 143.7 kJ/mol, in the order they appear.
These records have electronic energy values of -4697.58757, -225774.63754, -111138.58250, -8608.96474, -17563.15582, -5787.99106, -9337.49779 eV, in the order they appear.